No. 1
Formula: C5H16NO
Source: the Open Molecules 2025 dataset
Level of theory: ωB97M-V with the def2-TZVPD basis set

The geometry in XYZ format:
```
23
Properties=species:S:1:pos:R:3:forces:R:3:mulliken_charge:R:1
O 0.1590 1.3474 3.0017 -0.062 0.942 1.352 -0.603
N 1.5908 -0.0797 1.3721 -0.378 2.167 -1.152 -0.415
C -0.5705 -0.6287 0.1712 1.526 1.861 0.433 -0.511
C -1.4631 -0.5219 -2.8646 0.188 0.269 -0.618 -1.396
C -0.5660 0.5246 -0.8504 1.274 -1.910 -0.814 -0.900
C -0.1870 0.1311 -2.2917 -2.333 -0.982 1.073 -0.364
C 0.8977 -1.1943 0.5251 -1.593 -0.406 2.113 -0.425
H -1.5567 -1.5275 -2.5661 0.292 -1.656 -0.248 0.373
H -1.5466 0.9263 -0.9226 -0.955 0.246 0.187 0.460
H 0.7995 -1.9308 1.4065 -0.063 0.290 -2.141 0.265
H -2.4152 -0.1687 -2.5239 -0.295 1.132 0.978 0.393
H 1.4595 -0.3168 2.3518 -0.483 0.215 0.049 0.402
H 0.7684 1.9267 3.4932 0.350 -0.154 -0.491 0.293
H -0.8800 0.0002 1.0574 -0.274 -1.787 -0.211 0.158
H 1.5200 -1.6058 -0.3035 -0.425 0.721 0.736 0.366
H 2.6358 -0.0245 1.3073 -1.160 0.279 -0.675 0.334
H 0.7194 -0.4350 -2.4842 0.010 -0.278 0.366 0.270
H -1.6442 -0.3733 -3.9204 0.751 -0.536 -0.533 0.372
H -1.2819 -1.3645 -0.2029 0.224 -0.299 0.735 0.450
H 0.0091 1.3389 -0.5041 1.126 1.065 0.529 0.445
H 1.0303 0.9248 1.2442 2.148 -3.036 0.363 0.411
H -0.0891 1.0315 -2.7676 0.590 2.316 -1.510 0.324
H -0.6029 1.5128 3.5800 -0.457 -0.460 -0.521 0.296
```
Forces are in eV/Å.

The value obtained for the HOMO energy is -0.526 Ha. The calculation puts the lowest unoccupied orbital energy at -3.412 eV. Its energy above the lowest of the compared OMol25 structures with the same formula, charge and spin is 208.62 kJ/mol. As for the total energy: -8974.353 eV. Its total charge is +1.

No. 2
Formula: H4SSi2
Source: the Open Molecules 2025 dataset
Level of theory: ωB97M-V with the def2-TZVPD basis set

The geometry in XYZ format:
```
7
Properties=species:S:1:pos:R:3:forces:R:3:mulliken_charge:R:1
S 3.6859 0.1831 -0.0319 -0.591 -0.761 -0.909 -0.297
Si 1.8255 -0.4636 -0.0153 1.253 1.821 2.272 0.473
Si -2.6644 -0.1877 -0.1070 -0.173 -2.345 -1.472 0.111
H 0.7595 -1.1703 -0.6526 -0.235 -0.698 -1.071 -0.101
H 1.2502 0.0799 1.2543 -0.450 -0.361 -0.311 -0.077
H -2.2339 0.6917 -1.2341 0.139 0.227 -0.317 -0.058
H -2.6228 0.8669 0.7865 0.058 2.116 1.809 -0.051
```
Forces are in eV/Å.

The value obtained for the HOMO energy is -0.335 Ha. The calculation puts the lowest unoccupied orbital energy at -1.446 eV. Its energy above the lowest of the compared OMol25 structures with the same formula, charge and spin is 327.41 kJ/mol. As for the total energy: -26651.461 eV. Its total charge is 0.

No. 3
Formula: C19H21F3IN3O3S
Source: the Open Molecules 2025 dataset
Level of theory: ωB97M-V with the def2-TZVPD basis set

The geometry in XYZ format:
```
51
Properties=species:S:1:pos:R:3:forces:R:3:mulliken_charge:R:1
I -1.8955 -0.3182 -2.7990 0.388 0.144 0.284 -0.007
S 2.7267 -0.4162 0.6325 0.371 0.196 0.224 -0.278
F 2.2035 -5.6310 -3.4191 0.241 -0.025 -0.322 -0.263
F 3.7084 -4.4023 -4.4635 -0.388 -0.408 -0.049 -0.250
F 4.3214 -5.8008 -2.9488 -0.251 -0.013 0.112 -0.266
O -3.0608 -0.7532 3.0498 -0.022 -0.032 0.063 -0.658
O -0.9695 5.2374 -0.4709 -0.115 0.066 0.022 -0.608
O 2.6209 2.5207 0.4292 -0.650 0.229 -0.027 -0.551
N -2.8222 3.9903 -0.2393 -0.012 0.395 0.092 -0.024
N -1.1378 -1.6183 2.2901 -0.152 -0.174 0.286 -0.047
N 0.5617 -1.5557 -0.9614 0.560 0.180 -0.008 0.331
C 3.3438 -4.9387 -3.2720 0.087 0.866 0.165 0.858
C -0.3293 0.6052 -1.6877 -1.054 -0.614 -0.741 -0.961
C 1.5459 0.5639 -0.2825 0.985 -1.357 0.406 0.995
C 1.9546 -3.2375 -2.0506 -0.917 -0.403 -0.565 -0.727
C -4.1811 3.6990 0.1809 0.258 -0.367 -0.205 -0.920
C 1.6085 1.9433 -0.2887 0.522 -0.086 0.091 0.589
C 0.6884 2.6670 -1.0208 0.512 0.252 0.365 -1.089
C -2.1734 -1.5844 3.1688 -0.068 0.191 -0.155 0.805
C 4.3173 -3.3807 -1.6162 0.354 0.253 0.387 -0.830
C -2.1186 5.1360 -0.0584 0.152 -0.072 -0.057 0.947
C 4.1796 -2.3486 -0.7097 0.624 0.159 0.158 -0.598
C 3.1817 -3.8127 -2.2677 0.748 -1.073 -0.254 -0.022
C -2.8080 6.2647 0.6683 0.059 0.055 0.011 -1.449
C -0.2880 1.9746 -1.6996 -0.301 1.047 -0.174 -0.840
C 0.5973 -0.1494 -0.9877 -0.754 0.206 -0.266 0.117
C 1.8070 -2.1859 -1.1676 0.143 -0.528 -0.309 -0.077
C -0.0028 -2.5235 2.2710 -0.084 0.333 -0.270 -0.675
C -2.1739 -2.6066 4.2804 -0.051 0.010 0.037 -1.261
C 2.9504 -1.7763 -0.5029 -1.036 1.424 0.683 0.801
H 0.9112 -1.9351 2.3522 0.125 -0.213 -0.021 0.192
H -1.1951 -0.9116 1.5728 0.069 -0.027 -0.023 0.099
H 1.1035 -3.6386 -2.6003 0.046 0.203 0.139 0.391
H 5.0317 -1.9597 -0.1573 -0.091 -0.087 -0.159 0.440
H 2.2973 3.4005 0.6658 0.368 0.046 -0.003 0.330
H -2.1294 7.1098 0.7397 0.069 -0.079 -0.063 0.311
H -4.1712 2.8379 0.8511 -0.163 0.040 0.041 0.281
H 0.0017 -3.0583 1.3202 0.185 -0.108 0.074 0.180
H -2.2028 -3.6159 3.8675 0.115 -0.024 0.074 0.340
H -1.0105 2.5816 -2.2396 0.035 -0.370 -0.139 0.885
H 5.3022 -3.8019 -1.7867 -0.249 -0.135 -0.086 0.408
H -1.2866 -2.4893 4.9039 0.026 -0.134 -0.028 0.348
H 0.7577 3.7504 -1.0411 -0.285 -0.151 -0.041 0.443
H -4.6310 4.5415 0.6945 0.068 0.032 -0.016 0.378
H -3.0841 5.9536 1.6766 -0.127 0.037 -0.034 0.369
H -0.0403 -3.2419 3.0836 -0.118 0.060 0.036 0.392
H -4.7824 3.4551 -0.6965 -0.142 0.022 0.100 0.287
H -2.3093 3.2731 -0.7262 -0.036 -0.078 0.077 0.097
H -0.1655 -1.9322 -1.5587 0.041 0.042 0.059 0.109
H -3.0545 -2.4594 4.8989 -0.017 0.091 -0.085 0.300
H -3.6987 6.5786 0.1227 -0.067 -0.021 0.115 0.377
```
Forces are in eV/Å.

The value obtained for the HOMO energy is -0.306 Ha. The calculation puts the lowest unoccupied orbital energy at 0.199 eV. As for the total energy: -57746.680 eV. The SMILES is Oc1ccc(I)c2c1Sc1ccc(C(F)(F)F)cc1N2.CNC(C)=O.CNC(C)=O. Its total charge is 0.